30
Properties=species:S:1:pos:R:3:forces:R:3 method="wB97M-V/def2-TZVPD" e_homo_ha=-0.3401 total_energy_ha=-947.602346 lumo_energy_ha=0.009
C -2.07762 2.44966 -1.81453 -0.1 0.2 -1.0
C -1.26271 1.35950 -1.49634 2.2 0.0 1.2
C -0.38825 1.91014 -0.51695 2.4 -1.6 1.3
C -1.21574 0.04017 -2.19186 -1.3 1.0 1.3
C -0.69308 -0.10230 2.10786 -0.6 -1.3 -3.4
C -0.87717 -2.86858 -1.99063 1.5 -1.1 -2.3
C 1.69835 2.17097 1.57860 -1.8 2.4 0.0
C 0.56234 -0.18661 1.10661 0.0 0.3 -0.3
C -0.00231 -1.84143 -2.72615 2.5 -2.2 -0.2
C 1.17124 1.13326 0.57674 -2.8 1.0 -1.0
N -1.78846 3.56485 -1.16878 -0.1 -0.9 -0.4
N -0.74227 3.19432 -0.38988 -1.4 -2.8 -2.7
O -2.17811 -0.33084 -2.83627 1.4 -0.1 -0.1
O -0.08864 -0.68858 -1.91961 -2.0 2.3 -1.9
I 2.64248 0.62692 -0.91784 0.0 0.4 0.4
H -2.73806 2.42002 -2.65306 -0.7 0.2 -0.1
H -1.30469 0.80048 1.85824 0.6 -0.6 0.5
H -0.38568 -0.14982 3.13694 -0.1 0.0 0.3
H -1.38407 -1.01719 1.77672 1.5 1.9 1.2
H -0.71999 -3.85398 -2.53347 -0.6 0.9 0.8
H -0.56351 -2.95251 -0.97122 0.0 -0.1 0.6
H -1.86988 -2.45978 -2.11570 -0.4 -0.5 0.2
H 2.61400 2.01203 2.09107 1.6 -0.8 -0.7
H 1.73881 3.24427 1.10908 0.0 -2.0 0.8
H 1.13144 2.25976 2.55290 -0.7 -0.2 -1.4
H 0.36921 -0.72582 0.14272 -0.3 0.2 1.4
H 1.41268 -0.71102 1.57109 -0.3 0.0 0.1
H -0.20791 -1.90662 -3.84706 -0.4 1.4 1.5
H 1.14564 -1.93349 -2.70530 -1.6 -0.9 0.2
H -0.56753 3.82140 0.27166 1.6 2.8 3.5